85
Properties=species:S:1:pos:R:3:mulliken_spin:R:1 method="wB97M-V/def2-TZVPD" lumo_energy_ev="-5.577 / -6.475" total_charge=+2 spin_multiplicity=6 homo_lumo_gap_ev="6.6 / 6.1" e_above_lowest_kj_mol=227.1 homo_ev="-12.2 / -12.5"
Cr 0.35 -0.53 -0.41 3.754
C 1.95 -0.79 3.76 -0.003
O 0.48 -0.77 3.71 0.011
C 0.17 -0.55 2.45 0.003
N 1.10 -0.36 1.59 0.017
C 2.38 -0.42 2.31 0.012
C 3.12 0.90 2.21 0.000
C 2.46 2.09 2.49 0.002
C 3.14 3.30 2.42 0.002
C 4.48 3.32 2.05 -0.001
C 5.14 2.13 1.78 0.001
C 4.46 0.92 1.86 0.003
C -1.25 -0.50 2.02 0.078
C -2.35 -0.63 2.84 0.047
C -3.60 -0.53 2.24 0.004
C -3.71 -0.29 0.88 0.066
C -2.54 -0.18 0.13 0.184
N -1.35 -0.29 0.70 -0.064
C -2.49 0.12 -1.31 0.129
N -1.32 0.30 -1.89 0.015
C -1.24 0.94 -3.06 0.340
C -4.07 0.01 -3.19 0.013
O -3.72 0.25 -1.84 0.055
C -0.15 0.78 -3.99 0.066
C -0.04 1.69 -5.06 0.103
C 0.96 1.55 -6.00 -0.048
C 1.85 0.48 -5.91 0.101
C 1.73 -0.44 -4.87 -0.047
C 0.75 -0.29 -3.91 0.144
H 2.25 -1.79 4.07 0.001
H 2.26 -0.05 4.50 0.000
H 3.00 -1.21 1.87 -0.006
H 1.42 2.09 2.78 -0.002
H 2.63 4.22 2.65 0.000
H 5.02 4.26 2.01 0.000
H 6.19 2.14 1.51 0.000
H 4.97 -0.01 1.64 0.000
H -2.23 -0.79 3.90 0.000
H -4.50 -0.62 2.84 0.001
H -4.67 -0.20 0.40 0.005
H -2.03 1.63 -3.33 -0.022
H -5.08 -0.40 -3.17 0.000
H -3.99 0.91 -3.79 -0.005
H -0.75 2.50 -5.14 0.000
H 1.03 2.25 -6.82 0.000
H 2.61 0.34 -6.67 0.007
H 2.39 -1.30 -4.83 0.001
H 0.65 -1.03 -3.13 0.048
Cl 4.37 -6.16 -0.02 0.001
C 3.73 -4.59 -0.36 0.008
C 4.55 -3.60 -0.79 -0.007
C 4.04 -2.31 -1.07 0.012
I 5.40 -0.86 -1.70 0.000
C 2.71 -1.99 -0.94 -0.026
O 2.19 -0.81 -1.20 -0.148
C 1.86 -3.05 -0.46 0.101
N 0.55 -2.71 -0.29 -0.098
C -0.29 -3.63 0.13 0.070
C 0.10 -4.95 0.42 -0.003
C 1.41 -5.30 0.27 0.014
C 2.34 -4.34 -0.18 -0.010
H 5.61 -3.80 -0.92 0.000
H -1.33 -3.33 0.24 0.001
H -0.64 -5.66 0.76 0.001
H 1.75 -6.30 0.49 0.001
N 3.68 1.88 -3.04 0.004
C 3.23 3.10 -2.30 0.000
C 1.80 2.91 -1.83 0.034
N 1.64 1.89 -0.80 0.080
H 4.58 2.02 -3.51 0.000
H 2.99 1.60 -3.76 -0.002
H 3.80 1.06 -2.42 0.002
H 3.33 3.95 -2.98 -0.001
H 3.92 3.23 -1.46 0.001
H 1.19 2.66 -2.70 -0.008
H 1.43 3.86 -1.46 0.001
H 1.85 2.27 0.12 0.006
H 2.25 1.09 -0.93 -0.074
F -1.72 -2.77 -2.43 0.031
P -2.57 -3.43 -3.61 -0.002
F -3.22 -0.94 -3.73 -0.002
F -2.12 -4.89 -3.48 0.000
F -3.80 -3.37 -2.63 0.000
F -3.58 -3.51 -4.80 0.000
F -1.51 -2.83 -4.60 -0.001